## a
Formula: C3H4N3
Source: the Open Molecules 2025 dataset
Level of theory: ωB97M-V with the def2-TZVPD basis set

Positions of all 10 atoms, in Å:
C 0.78559 2.81454 1.88208
C 0.11941 2.00653 1.28972
N -0.76859 0.79686 0.97569
N -0.52914 0.07705 0.08089
N -0.57206 -0.62709 -0.82872
C -0.17845 -1.86102 -1.25710
H 1.65083 3.32260 2.22796
H 0.72461 -2.12136 -0.84211
H -0.18135 -1.97441 -2.35198
H -1.05085 -2.43371 -1.17643

Results
SMILES: C#CN=[N+]=NC
M in g mol⁻¹: 82.09
LUMO level in eV: -5.740
Net charge: +1
Orbital gap in eV: 9.61

=====

## b
Formula: C3H4N3
Source: the Open Molecules 2025 dataset
Level of theory: ωB97M-V with the def2-TZVPD basis set

Positions of all 10 atoms, in Å:
H 2.57913 -1.00090 0.26506
N 1.76496 -0.56850 0.72329
N 1.36056 0.38618 0.19383
C 0.42465 1.21096 0.04588
C -0.90318 0.74777 -0.25345
C -1.09344 -0.55419 -0.17607
N -1.18103 -1.68248 0.11582
H 1.00108 2.15992 0.08308
H -1.61368 1.33557 -0.93631
H -1.72124 -2.51176 0.29276

Results
SMILES: [H]/N=N/C=C\C#[NH+]
M in g mol⁻¹: 82.09
LUMO level (alpha / beta) in eV: -5.626 / -5.627
Net charge: +1
Orbital gap (alpha / beta) in eV: 8.24 / 8.23

=====

So which one wins? Going from most stable to least: b, a.

=====

## a
Formula: C8H14O2
Source: the Open Molecules 2025 dataset
Level of theory: ωB97M-V with the def2-TZVPD basis set

Positions of all 24 atoms, in Å:
C 1.10593 1.08018 -1.38488
C 0.73123 0.49632 -0.04221
O 1.43275 0.59332 0.95270
C -0.01184 -1.17299 -0.17400
C 0.51372 -1.93174 -1.37446
C 0.22076 -1.84602 1.15796
C -1.18292 -0.39960 -0.35226
O -1.95175 0.12808 0.61373
C -1.11147 1.33489 0.38420
C -0.84162 2.03682 1.67699
H 1.34418 2.13432 -1.23788
H 0.31391 0.99278 -2.12557
H 2.00289 0.57831 -1.75504
H 0.11978 -2.95196 -1.38976
H 0.25148 -1.45669 -2.32114
H 1.60278 -2.00266 -1.32726
H -0.28056 -1.31562 1.96438
H 1.28779 -1.86041 1.38248
H -0.15176 -2.87343 1.12721
H -1.50770 -0.18547 -1.37519
H -1.57906 1.95124 -0.38568
H -1.78388 2.26307 2.18465
H -0.20853 1.43553 2.32800
H -0.31612 2.97171 1.47306

Results
SMILES: CC(=O)C(C)(C)[C@H]1O[C@H]1C
M in g mol⁻¹: 142.20
LUMO level in eV: 0.413
Orbital gap in eV: 8.20

=====

## b
Formula: C8H14O2
Source: the Open Molecules 2025 dataset
Level of theory: ωB97M-V with the def2-TZVPD basis set

Positions of all 24 atoms, in Å:
C 2.02045 1.02388 0.28363
C 1.75330 -0.03638 -0.79472
C 0.50435 -0.87685 -0.55450
C 0.56565 -1.51144 0.84872
C -0.79088 -0.12913 -0.88620
C -2.07732 -0.48139 -0.13751
C -2.01891 0.58014 0.93967
O -1.78830 1.76829 0.16275
C -0.82796 1.40499 -0.75692
O -0.23009 2.21578 -1.33075
H 1.20978 1.09330 0.99481
H 2.94918 0.85649 0.79971
H 2.06751 1.99545 -0.18300
H 1.78386 0.38719 -1.78560
H 2.58330 -0.73287 -0.76460
H 0.55683 -1.69947 -1.25066
H -0.20423 -1.17951 1.52667
H 0.44928 -2.58338 0.76202
H 1.52358 -1.36914 1.31971
H -0.96889 -0.29621 -1.94335
H -2.21292 -1.46142 0.29207
H -2.88099 -0.13567 -0.76713
H -2.83074 0.62346 1.65123
H -1.13582 0.54390 1.57395

Results
SMILES: CC[C@@H](C)[C@H]1CCOC1=O
M in g mol⁻¹: 142.20
LUMO level in eV: 0.883
Orbital gap in eV: 11.01

=====

So which one wins? Going from most stable to least: b, a.

=====

## a
Formula: C3H6INO
Source: the Open Molecules 2025 dataset
Level of theory: ωB97M-V with the def2-TZVPD basis set

Positions of all 12 atoms, in Å:
H -1.24991 1.42395 -1.16254
N -0.37866 1.52186 -0.48566
C 0.01962 0.63074 0.29352
C 1.38087 0.90531 1.00037
I 2.81386 -0.30733 -0.00738
O -0.40170 -0.72284 0.51978
C -1.13707 -1.36499 -0.54408
H 1.28021 0.49732 2.00980
H 1.70264 1.84255 0.80754
H -1.11410 -2.37812 -0.31257
H -0.66224 -0.99379 -1.55202
H -2.25353 -1.05467 -0.56675

Results
SMILES: [H]/N=C(/CI)OC
M in g mol⁻¹: 198.99
LUMO level in eV: 0.388
Orbital gap in eV: 9.84

=====

## b
Formula: C3H6INO
Source: the Open Molecules 2025 dataset
Level of theory: ωB97M-V with the def2-TZVPD basis set

Positions of all 12 atoms, in Å:
C 0.95596 1.18563 -0.44442
C -0.08640 0.10183 -0.08888
C 0.68597 -1.13889 0.41759
N -1.32258 0.40562 -0.27715
O -2.32049 -0.74477 0.16208
I -4.11208 -0.02293 0.09729
H 1.86997 0.83209 -0.07445
H 1.10823 1.49769 -1.46138
H 0.62275 2.17830 0.07356
H 0.64141 -1.28661 1.49728
H 1.70906 -1.04605 0.13350
H 0.24818 -1.96191 -0.03502

Results
SMILES: CC(C)=NOI
M in g mol⁻¹: 198.99
LUMO level in eV: -0.213
Orbital gap in eV: 8.72

=====

So which one wins? Going from most stable to least: a, b.

=====

## a
Formula: C3H10NO2
Source: the Open Molecules 2025 dataset
Level of theory: ωB97M-V with the def2-TZVPD basis set

Positions of all 16 atoms, in Å:
O 0.36119 2.97294 0.65042
C -0.14809 1.89326 0.60112
C 0.61409 0.62210 0.92465
N 0.31821 -0.44640 -0.11128
C 1.29354 -1.62925 0.02789
H -1.21927 1.80062 0.36580
H 1.67157 0.69022 1.13979
H 0.10806 0.22438 1.81294
H -0.62271 -0.82269 -0.02047
H 0.45237 -0.09531 -1.05493
H 1.55060 -2.00879 -0.94758
H 0.79606 -2.33805 0.67429
H 2.19014 -1.24853 0.50567
H -3.07456 0.36607 -1.10360
H -2.07076 0.07844 -2.20445
O -2.22044 -0.05901 -1.26026

Results
M in g mol⁻¹: 92.12
LUMO level in eV: -3.672
Net charge: +1
Orbital gap in eV: 10.71

=====

## b
Formula: C3H10NO2
Source: the Open Molecules 2025 dataset
Level of theory: ωB97M-V with the def2-TZVPD basis set

Positions of all 16 atoms, in Å:
O 1.70928 0.75714 1.92945
C 1.71431 0.59836 0.74326
C 0.56248 -0.16218 -0.02167
C 0.46627 0.08312 -1.53112
N -0.73213 0.17384 0.62543
H 2.65057 0.55868 0.15736
H 0.60671 -1.25340 0.05062
H 0.40593 1.16969 -1.78304
H 1.35064 -0.29589 -2.03936
H -0.55363 -0.21823 -1.96812
H -0.66611 0.06593 1.64690
H -1.12723 1.10845 0.47498
H -1.46755 -0.46128 0.16649
H -3.19075 -0.52932 -1.70282
H -3.31505 -1.61610 -0.72408
O -2.61565 -1.16036 -1.22962

Results
M in g mol⁻¹: 92.12
LUMO level in eV: -3.888
Net charge: +1
Orbital gap in eV: 10.76

=====

So which one wins? Going from most stable to least: b, a.